Formula: C25H45N2OP3PmSe
Source: the OMol25 dataset
Level of theory: ωB97M-V/def2-TZVPD

The geometry in XYZ format:
```
78
Properties=species:S:1:pos:R:3:forces:R:3
Pm -0.053264 -0.387957 -0.857074 -1.16 0.39 2.03
P 0.715124 -2.834191 -2.042632 0.45 -1.99 -0.53
P 2.554408 -0.081232 0.297158 1.69 -0.03 0.81
P -2.836962 0.305735 -1.223859 -2.19 0.32 0.18
H 1.801807 4.754038 0.119000 -0.57 0.00 0.13
C 0.766953 4.414699 0.266828 -0.08 -0.28 0.04
C 0.297595 4.040904 1.462339 0.04 -0.24 -0.15
H 0.896406 4.097068 2.381970 -0.19 0.01 -0.48
C 1.652941 -3.020052 -3.601733 0.13 0.30 -0.19
C 1.629401 -3.958056 -0.913222 -0.04 0.35 0.24
C -0.808786 -3.792598 -2.397421 -0.27 0.39 0.13
C 3.170660 1.459333 1.075306 -0.24 0.55 0.00
C 2.884843 -1.283193 1.649336 -0.35 -0.35 -0.09
C 3.967655 -0.460766 -0.807851 -0.21 -0.02 -0.48
C -3.303524 1.941705 -0.523634 0.58 0.34 0.16
C -3.885706 -0.800444 -0.199856 0.28 -0.29 0.14
C -3.849290 0.327999 -2.748891 0.51 -0.12 -0.55
H 0.118365 4.402876 -0.624633 0.38 0.03 0.47
H -0.727212 3.662924 1.582572 0.36 0.37 -0.04
H 1.742057 -4.088179 -3.851899 -0.05 0.32 0.12
H 2.662118 -2.599661 -3.487855 -0.19 -0.14 -0.06
H 1.151060 -2.500920 -4.430575 0.08 -0.21 0.20
H 1.634354 -4.967631 -1.347045 0.03 0.27 0.12
H 1.138665 -3.977947 0.069316 0.11 -0.11 -0.22
H 2.660688 -3.605380 -0.774125 -0.24 -0.15 -0.08
H -0.510132 -4.789681 -2.749360 -0.15 0.24 0.09
H -1.408129 -3.287690 -3.169559 0.18 -0.22 0.14
H -1.425591 -3.885982 -1.490532 0.18 -0.10 -0.25
H 4.126695 1.749969 0.614974 -0.32 -0.06 0.20
H 3.338273 1.303377 2.151493 0.00 0.06 -0.34
H 2.446008 2.273233 0.931425 0.33 -0.09 0.12
H 3.960826 -1.502189 1.658030 -0.30 0.07 0.14
H 2.314470 -2.206397 1.482542 0.28 0.16 0.18
H 2.581485 -0.860911 2.616611 0.09 -0.25 -0.26
H 4.861506 -0.654914 -0.198108 -0.26 0.10 -0.22
H 4.143774 0.410545 -1.452032 0.04 -0.28 0.03
H 3.759748 -1.338459 -1.436767 0.18 0.20 0.13
H -4.087652 2.417570 -1.130220 0.27 -0.19 0.22
H -2.419119 2.595366 -0.512210 -0.37 0.08 0.07
H -3.661012 1.817017 0.507243 0.11 0.08 -0.29
H -4.948713 -0.620544 -0.416307 0.34 -0.01 0.08
H -3.670890 -0.623575 0.862425 -0.13 -0.12 -0.31
H -3.637547 -1.843685 -0.434520 -0.23 0.13 0.14
H -4.852345 0.718545 -2.520029 0.39 -0.15 0.00
H -3.942653 -0.678970 -3.179186 0.04 0.29 0.08
H -3.349784 0.980901 -3.476755 -0.29 -0.16 0.00
C 0.500658 0.916348 -4.053612 -0.25 -0.07 -1.17
C 0.988139 0.302646 -5.207339 -0.34 0.13 0.16
C 0.383731 0.672673 -6.419647 0.15 0.15 0.02
C -0.616583 1.650735 -6.449429 -0.04 0.02 0.03
C -0.978043 2.325879 -5.281171 0.33 0.05 0.08
C -0.372413 1.987144 -4.069061 -0.34 -0.36 0.00
O 0.696548 0.342976 -2.769174 1.70 -1.09 -0.48
H 1.114772 -0.591605 -2.793548 -0.09 1.58 -1.18
H 1.811937 -0.420048 -5.163538 -0.49 0.16 -0.07
H 0.683378 0.188234 -7.354489 0.00 0.21 0.43
H -1.109113 1.909735 -7.392250 0.26 -0.16 0.38
H -1.741136 3.101894 -5.290308 0.26 -0.08 -0.12
H -0.611181 2.473174 -3.121740 -0.19 -0.02 -0.28
C -2.490059 -1.370688 4.278461 -0.30 -0.16 0.04
N -1.370546 -0.450435 4.175808 0.54 -0.26 -1.01
C -0.572476 -0.345364 3.083535 0.17 1.16 2.05
Se -0.783042 -1.526902 1.650027 0.05 0.15 -0.09
N 0.416511 0.548487 3.431206 -0.33 -0.62 -0.85
C 0.301038 0.894256 4.781974 0.58 -0.11 0.18
C 1.234980 1.472230 5.643845 -0.47 0.16 0.52
C 0.937378 1.416565 7.019320 0.15 0.16 -0.86
C -0.227080 0.778681 7.491833 -0.50 -0.22 -0.49
C -1.132060 0.171043 6.608329 0.19 0.48 0.42
C -0.838563 0.267800 5.252456 0.15 -0.55 -0.03
H -3.216918 -1.166961 3.485361 0.10 -0.01 0.27
H -2.938780 -1.205566 5.256468 -0.15 -0.16 -0.23
H -2.153660 -2.410295 4.192805 -0.02 0.24 0.10
H 1.172983 0.864661 2.824500 -0.51 -0.26 0.29
H 2.130620 1.928784 5.226630 -0.08 -0.04 0.39
H 1.622122 1.867947 7.739183 -0.18 -0.17 -0.27
H -0.418606 0.750461 8.564815 0.06 -0.04 -0.33
H -2.024090 -0.367116 6.928103 0.36 0.23 0.23
```
Positions in Å, forces in eV/Å.

Results
molecular weight: 706.5 g mol⁻¹
HOMO energy (alpha / beta): -16.07 / -16.07 eV
net charge: +3
F_max: 0.0460 Eh/bohr
DFT total energy: -5197.30962 Ha
relative energy (zero: lowest compared OMol25 entry of this formula, charge and spin): 0.000 eV
multiplicity: 5



Formula: C25H45N3O4PS
Source: the OMol25 dataset
Level of theory: ωB97M-V/def2-TZVPD

The geometry in XYZ format:
```
79
Properties=species:S:1:pos:R:3:forces:R:3
C 1.630697 0.655452 -1.139145 -0.45 -0.23 -0.16
C 0.340460 0.106343 -1.642860 0.08 0.31 0.37
N 0.380879 -0.965811 -2.445568 -0.46 -0.04 -0.16
C -0.723949 -1.541057 -2.959162 -0.06 -0.04 0.08
C -1.954118 -1.045236 -2.636401 0.34 -0.38 -0.24
C -2.036420 0.044907 -1.779884 -0.04 0.59 -0.39
C -3.395751 0.494168 -1.358634 -0.02 0.30 0.39
O -3.671784 0.487322 -0.200149 -0.16 -0.35 0.85
O -4.229076 0.819053 -2.328661 -0.03 -0.51 -0.49
C -0.896305 0.664428 -1.285302 0.60 -0.42 0.08
P -0.920753 2.165933 -0.182219 -0.69 0.82 -0.33
S -2.361209 3.418743 -0.452821 -0.01 -0.19 -0.04
H 1.544082 0.741851 -0.062071 0.34 0.20 0.20
H 2.479018 0.030758 -1.389834 0.14 -0.09 -0.04
H 1.758993 1.645162 -1.563186 0.33 0.21 0.11
H 1.278016 -1.368872 -2.682157 0.12 0.08 0.04
H -0.580489 -2.389248 -3.605077 0.07 -0.14 -0.08
H -2.821197 -1.536022 -3.043655 -0.23 0.09 0.01
H -5.110901 0.822499 -1.922441 -0.13 0.39 -0.10
H -0.764280 1.618982 1.104609 0.16 -0.18 -0.12
H 0.301106 2.783248 -0.472458 0.25 -0.42 0.17
C -3.656109 -5.826126 2.483029 -0.22 -0.02 -0.11
C -2.550563 -5.574157 1.421019 -0.53 -0.27 1.48
C -2.233744 -4.076770 1.316473 0.04 0.38 -0.46
C -3.236018 -3.256588 0.502386 0.00 -0.13 0.01
C -3.523231 -3.927949 -0.840758 0.41 0.47 0.20
C -3.971669 -5.376315 -0.686827 -1.55 -0.17 -0.10
N -2.970313 -6.144779 0.105630 1.51 1.23 -0.83
O -1.935046 -6.400509 -0.626582 -0.24 -0.49 0.07
C -5.362032 -5.414714 -0.027721 0.00 0.08 0.28
C -4.160753 -6.015280 -2.058451 0.38 -0.14 -0.20
C -1.298671 -6.280596 1.932630 0.28 -0.17 -0.35
H -4.384429 -6.557464 2.137567 0.03 0.01 -0.04
H -3.236161 -6.237110 3.399137 0.14 0.10 -0.01
H -4.193548 -4.916962 2.756714 -0.03 -0.01 -0.06
H -1.246393 -3.953626 0.856500 0.00 -0.15 -0.04
H -2.156024 -3.660418 2.322232 0.02 -0.12 0.07
H -4.162003 -3.111152 1.062920 -0.02 -0.03 -0.02
H -2.829214 -2.254404 0.334791 -0.03 0.01 0.06
H -4.288515 -3.361140 -1.378918 -0.11 -0.14 -0.03
H -2.615762 -3.888635 -1.457433 0.02 -0.19 0.02
H -5.689680 -6.442405 0.128215 0.04 -0.02 -0.02
H -6.089599 -4.929519 -0.678663 0.07 -0.02 -0.11
H -5.412517 -4.896942 0.926852 0.04 -0.05 0.00
H -3.263729 -5.955583 -2.673027 0.05 -0.06 0.10
H -4.960923 -5.501700 -2.591294 -0.06 0.05 0.10
H -4.441248 -7.064239 -1.963622 0.04 -0.01 0.02
H -1.443128 -7.360464 1.973607 -0.03 0.00 0.00
H -1.076379 -5.926397 2.938548 -0.12 0.05 0.04
H -0.425765 -6.075727 1.314833 -0.08 -0.08 -0.09
C 2.881431 6.754490 0.626315 0.13 0.01 -0.22
C 2.877282 5.303791 1.181262 -0.57 1.53 -0.05
C 3.785135 5.193221 2.413272 0.44 -0.42 0.14
C 5.280763 5.103218 2.109774 -0.07 0.08 -0.12
C 5.559506 4.045401 1.044947 -0.13 -0.02 0.55
C 4.739919 4.268761 -0.223156 0.84 0.68 -1.09
N 3.284059 4.348486 0.104113 0.45 -1.28 1.68
O 2.817075 3.166496 0.347590 -0.44 -0.02 -0.68
C 5.223655 5.547180 -0.929306 -0.11 0.22 0.08
C 4.991642 3.138640 -1.215574 -0.30 -0.37 0.05
C 1.444170 5.023937 1.628243 -0.12 -0.52 -0.12
H 2.938008 6.770213 -0.461037 0.01 -0.04 0.02
H 1.961173 7.276619 0.881606 -0.01 -0.07 0.16
H 3.706945 7.350217 1.016132 0.04 -0.04 -0.04
H 3.504380 4.303857 2.986764 -0.08 -0.05 -0.11
H 3.597608 6.048111 3.064599 -0.14 0.04 -0.06
H 5.668052 6.075671 1.795845 -0.01 -0.01 -0.05
H 5.817983 4.847953 3.024198 -0.01 0.03 0.01
H 6.621448 4.040663 0.794023 -0.02 0.02 -0.14
H 5.336568 3.057106 1.460502 -0.11 -0.01 -0.10
H 4.629292 5.752372 -1.820734 -0.02 -0.03 0.00
H 6.259280 5.420036 -1.242874 0.00 -0.13 0.01
H 5.201680 6.432065 -0.299520 -0.04 -0.03 0.00
H 4.785741 2.157340 -0.788685 -0.06 0.06 0.04
H 6.036667 3.149058 -1.520048 0.04 0.10 0.03
H 4.380902 3.263808 -2.112454 -0.01 0.02 0.01
H 0.752953 5.033774 0.781889 0.01 0.07 -0.01
H 1.132183 5.796075 2.328735 0.07 0.09 -0.03
H 1.350648 4.066507 2.140868 0.05 -0.02 -0.09
```
Positions in Å, forces in eV/Å.

Results
molecular weight: 514.7 g mol⁻¹
HOMO energy (alpha / beta): -10.48 / -11.40 eV
net charge: +1
F_max: 0.0420 Eh/bohr
DFT total energy: -2184.01929 Ha
multiplicity: 3



Formula: C25H45NP2RuSe
Source: the OMol25 dataset
Level of theory: ωB97M-V/def2-TZVPD

The geometry in XYZ format:
```
75
Properties=species:S:1:pos:R:3:forces:R:3
Ru -0.380216 0.167963 -0.615819 -1.21 -4.79 4.49
C -1.635053 1.531435 0.667411 -0.80 -1.35 -0.99
C -2.244783 0.646352 -0.346591 -3.02 0.42 2.50
C -2.010900 -0.528771 1.682907 0.07 -0.23 -0.53
C -1.635852 0.798162 1.926966 -0.49 -0.30 -0.46
C -2.468330 -0.643632 0.327961 0.28 1.42 -0.38
C -1.631270 3.009044 0.546828 0.17 0.97 0.09
H -1.305918 3.346548 -0.456571 -0.25 -0.07 0.54
H -0.963936 3.473084 1.300423 -0.38 -0.19 -0.51
H -2.655940 3.416952 0.714032 0.60 -0.32 -0.08
C -1.649822 1.410773 3.261319 0.44 0.30 0.53
H -1.268203 2.440516 3.271824 -0.27 -0.38 0.00
H -1.091936 0.825467 4.003837 -0.28 0.16 -0.22
H -2.704263 1.405117 3.586921 0.25 0.15 0.01
C -2.129557 -1.624201 2.677717 0.32 -0.12 0.19
H -3.163942 -1.637285 3.031411 0.04 -0.19 0.21
H -1.449119 -1.463432 3.523930 -0.39 -0.04 -0.17
H -1.899250 -2.614416 2.250185 -0.18 0.45 0.10
C -3.226787 -1.769742 -0.263087 0.50 -0.98 -0.19
H -4.306207 -1.574549 -0.359479 0.35 0.18 0.10
H -3.090488 -2.684373 0.343460 -0.21 0.43 -0.38
H -2.822622 -1.978337 -1.274469 -0.52 -0.01 0.59
C -3.021887 1.121117 -1.516243 -0.28 0.05 -0.45
H -4.014564 1.570075 -1.322911 0.49 -0.27 0.34
H -3.159543 0.277282 -2.188138 -0.23 0.17 -0.14
H -2.415170 1.864563 -2.014143 -0.16 0.32 -0.41
C 1.503152 0.406471 -1.739472 1.40 1.10 -1.83
C 0.343937 1.197575 -1.978104 2.87 3.04 -1.87
C -0.162734 1.457146 -3.368790 -0.04 1.03 -0.58
C -1.037366 0.293787 -3.908248 -0.21 0.51 0.08
C -1.014973 -0.937557 -3.034895 0.97 -0.94 -1.17
C 0.093415 -1.738725 -3.018032 -0.64 0.46 -0.68
C 1.402650 -1.353483 -3.652562 0.10 -0.49 -0.32
C 2.195180 -0.228804 -2.945499 0.74 0.31 0.27
H 0.698239 1.635838 -4.065388 -0.71 -0.04 0.73
H -0.687292 0.040199 -4.922876 -0.19 -0.05 0.37
H -0.762916 2.405122 -3.345675 0.58 -0.81 -0.17
H 2.419470 0.573380 -3.691496 -0.22 -0.44 0.65
H 2.099839 0.415730 -0.816883 -0.44 0.26 -0.42
H -0.015190 1.952337 -1.160446 1.27 -0.02 -1.30
H 3.196772 -0.622197 -2.651232 -0.80 0.34 -0.05
H 2.042904 -2.253298 -3.713542 -0.34 0.45 0.02
H -0.000254 -2.792236 -2.801816 -0.12 0.02 0.53
H 1.210582 -1.050989 -4.698577 0.00 -0.12 0.36
H -2.067726 0.657099 -4.006379 0.32 -0.22 -0.09
H -1.981337 -1.379973 -2.835930 0.07 -0.10 0.26
P 1.699297 1.822342 1.308144 -0.13 0.06 -0.43
C 1.497140 2.754201 2.860552 0.04 -0.17 0.51
H 2.381579 3.358356 3.077944 -0.08 0.02 -0.04
H 1.347297 2.047610 3.688972 0.09 0.33 -0.22
H 0.620844 3.408581 2.818923 0.22 -0.03 -0.08
C 3.386759 1.134097 1.427406 0.21 -0.16 0.53
H 4.092283 1.856038 1.863768 -0.17 -0.11 -0.23
H 3.764586 0.812647 0.454913 -0.01 0.14 -0.02
H 3.347427 0.255420 2.081964 0.14 0.24 -0.19
C 1.952066 3.184915 0.128477 0.03 0.39 0.20
H 2.112242 2.793807 -0.867825 0.22 0.01 -0.20
H 2.795034 3.816909 0.415590 -0.04 0.02 -0.08
H 1.048186 3.795485 0.094418 0.07 0.12 0.01
P 0.954397 -2.209021 0.735533 0.17 -0.13 0.02
C -0.193431 -3.319608 -0.126987 -0.31 -0.27 -0.19
H 0.291316 -4.173558 -0.593244 0.06 -0.20 0.03
H -0.714266 -2.757648 -0.899119 -0.02 -0.15 0.06
H -0.952783 -3.681909 0.572927 0.19 -0.04 -0.04
C 2.514219 -2.288106 -0.230623 -0.13 0.27 0.15
H 2.317106 -2.006591 -1.261631 -0.01 -0.13 0.01
H 3.015681 -3.249649 -0.213728 -0.08 -0.26 0.08
H 3.194170 -1.543024 0.188678 0.05 -0.04 -0.01
C 1.372348 -3.256085 2.198697 -0.02 0.13 0.15
H 1.706032 -4.264584 1.901552 -0.19 0.40 0.00
H 0.488568 -3.340218 2.847721 0.19 -0.06 -0.20
H 2.156388 -2.776483 2.795351 -0.08 -0.15 -0.23
Se 0.554182 -0.785852 5.635307 -0.02 -0.06 0.31
C 0.915495 -0.507544 3.922170 1.15 0.27 -3.02
N 1.205019 -0.343632 2.770291 -1.03 -0.54 3.54
```
Positions in Å, forces in eV/Å.

Results
molecular weight: 601.6 g mol⁻¹
HOMO energy (alpha / beta): -13.38 / -13.07 eV
net charge: +2
F_max: 0.1298 Eh/bohr
DFT total energy: -4212.52621 Ha
relative energy (zero: lowest compared OMol25 entry of this formula, charge and spin): 1.141 eV
multiplicity: 5